C23H38NO17S3 | the ωB97M-V functional and the def2-TZVPD basis

Computed properties:
- Frontier orbital gap: 7.817 eV
- Net charge: -1
- E_HOMO: -6.48 eV
- LUMO level: 1.341 eV

Cartesian coordinates (Å):
C  6.385  2.715  4.055
S  6.160  4.526  4.623
O  7.470  5.253  4.129
O  6.142  4.682  6.162
S  4.541  5.414  3.609
O  4.125  4.478  2.440
O  5.112  6.715  2.922
N  3.227  5.947  4.627
S  2.390  4.619  5.390
O  3.320  3.550  6.036
O  1.586  5.251  6.593
C  1.074  3.804  4.298
C  1.499  2.288  3.783
O  2.029  2.275  2.411
H  6.803  2.666  2.940
H  7.124  2.151  4.769
H  5.332  2.190  4.055
H  0.115  3.640  4.988
H  0.713  4.483  3.412
H  0.503  1.630  3.786
H  2.244  1.737  4.498
H  1.524  1.616  1.850
O  5.203  6.558  -3.785
C  5.490  6.749  -2.615
O  5.452  5.789  -1.645
C  5.742  6.386  -0.382
C  6.491  7.652  -0.704
C  5.888  8.067  -2.022
H  4.798  6.581  0.136
H  6.342  5.699  0.221
H  6.404  8.414  0.076
H  7.556  7.429  -0.841
H  4.994  8.682  -1.885
H  6.617  8.579  -2.654
O  -0.047  0.866  1.201
C  0.059  -0.177  0.577
O  1.173  -0.967  0.582
C  0.989  -2.042  -0.338
C  -0.502  -2.174  -0.502
C  -0.981  -0.754  -0.335
H  1.489  -1.786  -1.278
H  1.438  -2.954  0.066
H  -0.792  -2.625  -1.455
H  -0.910  -2.796  0.304
H  -0.969  -0.207  -1.281
H  -1.972  -0.716  0.123
O  -1.888  -4.951  -2.483
C  -0.913  -5.522  -2.025
O  -0.515  -5.442  -0.721
C  0.718  -6.142  -0.564
C  0.776  -7.110  -1.716
C  0.045  -6.370  -2.807
H  1.538  -5.416  -0.589
H  0.730  -6.655  0.402
H  1.796  -7.396  -1.988
H  0.226  -8.024  -1.460
H  0.715  -5.720  -3.376
H  -0.487  -7.056  -3.471
O  -4.519  -7.927  -2.660
C  -5.312  -7.014  -2.496
O  -6.508  -6.907  -3.145
C  -7.122  -5.668  -2.794
C  -6.497  -5.271  -1.483
C  -5.102  -5.832  -1.599
H  -6.920  -4.941  -3.588
H  -8.204  -5.805  -2.706
H  -6.522  -4.193  -1.303
H  -7.023  -5.764  -0.656
H  -4.421  -5.129  -2.087
H  -4.711  -6.139  -0.626
O  -6.347  -2.868  -3.267
C  -6.523  -1.804  -2.696
O  -6.956  -1.685  -1.407
C  -7.154  -0.305  -1.105
C  -6.303  0.445  -2.096
C  -6.344  -0.448  -3.309
H  -8.219  -0.073  -1.212
H  -6.850  -0.105  -0.073
H  -6.659  1.461  -2.288
H  -5.273  0.512  -1.724
H  -7.205  -0.229  -3.948
H  -5.414  -0.394  -3.880